[1]
The ion C11H10NO3 with charge -1, computed with wB97M-V/def2-TZVPD.

Summary:
Lowest unoccupied orbital energy (alpha / beta)   3.3 / 3.3 eV
Charge   -1
HOMO (alpha / beta)   -4.17 / -3.61 eV

XYZ file:
```
25
C11H10NO3 | OMol25 | wB97M-V/def2-TZVPD
C 3.2309 1.3281 -0.1448
C 2.4397 1.5213 1.0019
C 2.6757 0.7437 -1.2189
C 1.0234 1.2970 0.8291
C 1.3123 0.3604 -1.3105
C 0.4398 0.8320 -0.3147
C -1.1573 -0.8644 1.2926
C -1.3396 -1.7609 0.3877
C -2.1244 1.7941 -0.0936
C -1.0110 0.8072 -0.5407
C -1.4597 -3.2136 0.5857
N -1.4656 -0.1551 -1.4134
O -1.7385 2.6296 0.7563
O -3.3025 1.5086 -0.4810
O -1.4355 -1.5256 -1.0138
H 4.2707 1.5692 -0.3192
H 2.9042 1.9519 1.8917
H 3.4058 0.6013 -2.0402
H 0.3551 1.6658 1.5692
H 0.8352 -0.2385 -2.1586
H -1.0565 -0.2324 2.1766
H -1.4562 -3.7136 -0.3531
H -2.2948 -3.4406 1.2374
H -0.5383 -3.5815 1.1628
H -2.5128 0.1161 -1.4886
```

Löwdin atomic charge list, values in e, 8 entries: C -0.1626; C -0.0498; C -0.1405; C -0.0484; C -0.0093; C -0.2229; C 0.1769; C -0.4458

=====

[2]
An isolated molecule of C11H10O, computed with wB97M-V/def2-TZVPD.

Summary:
Lowest unoccupied orbital energy   0.9 eV
Charge   0
HOMO   -8.16 eV
SMILES   COc1ccc2ccccc2c1

XYZ file:
```
22
C11H10O | OMol25 | wB97M-V/def2-TZVPD
C 2.8532 -1.3916 -1.9337
O 1.4790 -1.3553 -2.3049
C 0.6574 -0.7554 -1.4199
C -0.7129 -0.8233 -1.8194
C -1.6946 -0.3645 -0.9860
C -1.3723 0.2671 0.2556
C -2.4146 0.8183 1.0985
C -2.0586 1.4231 2.2736
C -0.6869 1.5141 2.6300
C 0.3091 0.9890 1.8695
C -0.0065 0.3446 0.6274
C 1.0010 -0.1968 -0.2419
H 2.9940 -1.9314 -0.9859
H 3.3186 -0.3792 -1.8179
H 3.3578 -1.9058 -2.7508
H -0.9507 -1.3022 -2.7494
H -2.7476 -0.5008 -1.2560
H -3.4551 0.7068 0.7947
H -2.8309 1.8436 2.9149
H -0.3945 2.0544 3.5466
H 1.3451 1.0321 2.1950
H 2.0098 -0.0867 0.0601
```

Löwdin atomic charge list, values in e, 8 entries: C -0.0820; O -0.0762; C -0.3020; C 0.0067; C -0.0268; C -0.1641; C -0.0326; C -0.0949

=====

[3]
A cluster of 2 separate species, C11H10OS3 in total, computed with wB97M-V/def2-TZVPD.

Summary:
Lowest unoccupied orbital energy   -1.0 eV
Charge   0
HOMO   -8.24 eV
SMILES   S=C(c1cccs1)c1cccs1.C=CO

XYZ file:
```
25
C11H10OS3 | OMol25 | wB97M-V/def2-TZVPD
S 0.3935 -1.3661 -1.6360
C -0.0740 -0.0251 -0.8792
C -1.3939 0.1034 -0.3690
C -2.4292 -0.6082 -0.8683
C -3.6644 -0.3470 -0.3884
C -3.6147 0.6866 0.5507
S -1.9880 1.1791 0.8340
C 1.0106 0.9353 -0.6510
C 2.3876 0.7093 -0.7910
C 3.1217 1.8888 -0.8747
C 2.4172 3.0247 -0.6552
S 0.7652 2.6586 -0.4644
H -2.3186 -1.3945 -1.5950
H -4.5176 -0.8145 -0.9586
H -4.2639 1.0104 1.2941
H 2.7120 -0.3003 -1.0811
H 4.1741 1.9909 -1.1492
H 2.6806 4.0308 -0.8682
C 0.2577 -1.1598 1.7886
C 1.2312 -1.9565 1.3826
O 1.0313 -3.2275 1.0266
H -0.7802 -1.6220 1.9787
H 0.4009 -0.1432 1.8130
H 2.0931 -1.5303 0.9992
H 0.3678 -3.7230 1.5621
```

Löwdin atomic charge list, values in e, 8 entries: S 0.8521; C -0.7774; C -0.6048; C -0.2000; C -0.1609; C -0.3467; S 1.0403; C -0.5580

=====

[4]
A structure of composition C11H11BiCl2O3PPr, computed with wB97M-V/def2-TZVPD.

Summary:
Lowest unoccupied orbital energy (alpha / beta)   -16.5 / -16.3 eV
Spin multiplicity   3
Charge   +4
HOMO (alpha / beta)   -20.13 / -20.13 eV

XYZ file:
```
30
C11H11BiCl2O3PPr | OMol25 | wB97M-V/def2-TZVPD
Pr 1.6298 5.2511 0.7062
Bi -1.1281 1.6285 -1.4112
Cl 0.6271 3.9806 2.6407
Cl 1.1726 2.2178 -2.0636
C -0.2046 -0.0805 -2.9371
C -0.5896 5.4735 0.1050
C 1.0689 5.7091 -1.7064
O 0.7183 -0.2883 -3.6419
O -1.6845 5.6860 -0.2562
O 0.6792 6.0630 -2.7405
C -1.8044 -0.0851 1.7910
P -0.5340 -0.0737 0.4756
C 1.0130 0.4860 1.3242
C -0.2114 -1.8599 0.1092
C 0.8682 -2.1695 -0.7305
C 1.1766 -3.5062 -1.0275
C 0.3698 -4.5300 -0.5141
C -0.7387 -4.2257 0.2925
C -1.0487 -2.8937 0.5731
H -1.9337 0.9487 2.1610
H -1.4951 -0.7534 2.6246
H -2.7491 -0.4526 1.3541
H 1.2868 -0.2221 2.1027
H 1.8338 0.5785 0.6094
H 0.8220 1.4690 1.7861
H 1.5074 -1.3716 -1.1152
H 2.0367 -3.7418 -1.6522
H 0.5781 -5.5612 -0.7709
H -1.3562 -5.0234 0.7035
H -1.9101 -2.6532 1.2084
```

Löwdin atomic charge list, values in e, 8 entries: Pr 1.2619; Bi 1.3054; Cl 0.2431; Cl 0.0541; C -0.1261; C -0.1327; C -0.0471; O 0.1438

=====

[5]
A structure of composition C11H11BrN4O3Tl, computed with wB97M-V/def2-TZVPD.

Summary:
Lowest unoccupied orbital energy   2.5 eV
Charge   -1
HOMO   -3.98 eV

XYZ file:
```
31
C11H11BrN4O3Tl | OMol25 | wB97M-V/def2-TZVPD
Tl -0.9730 -1.5339 -1.4277
O -0.4696 2.9053 -2.7435
C -0.3092 1.7383 -2.4074
O -1.0843 1.0338 -1.7083
C 1.0461 1.0947 -2.7688
C 1.9379 1.7829 -3.5859
C 3.1944 1.2518 -3.8054
C 3.5324 0.0589 -3.1781
C 2.5727 -0.5625 -2.3968
N 1.3614 -0.0654 -2.2030
H 1.6135 2.7132 -4.0274
H 3.9047 1.7564 -4.4494
H 4.5106 -0.3816 -3.3016
H 2.7828 -1.4976 -1.8941
C -2.2473 -2.3897 4.1203
N -1.6442 -1.3650 3.3097
C -0.9896 -0.3108 3.8358
C -0.4899 0.6676 3.0451
C -0.7748 0.5804 1.6418
N -1.3474 -0.5017 1.1400
C -1.7346 -1.5311 1.8946
O -2.1539 -2.5865 1.4644
N -0.5130 1.5767 0.8084
H -2.0849 -2.1764 5.1764
H -1.8175 -3.3589 3.8561
H -3.3182 -2.4318 3.9048
H -0.9033 -0.2814 4.9157
H 0.0548 1.5009 3.4495
H 0.0555 2.3578 1.0825
H -0.7966 1.4353 -0.1850
Br -2.9142 -1.4799 -3.5636
```

Löwdin atomic charge list, values in e, 8 entries: Tl 0.5650; O 0.0190; C -0.6452; O -0.2195; C -0.1791; C -0.0097; C -0.0761; C -0.0797

=====

[6]
A structure of composition C11H11Cl2EuO3PTl, computed with wB97M-V/def2-TZVPD.

Summary:
Lowest unoccupied orbital energy (alpha / beta)   -16.6 / -18.3 eV
Spin multiplicity   7
Charge   +4
HOMO (alpha / beta)   -23.42 / -23.31 eV

XYZ file:
```
30
C11H11Cl2EuO3PTl | OMol25 | wB97M-V/def2-TZVPD
Eu 3.1846 1.2125 0.4853
Tl -0.4342 -0.0766 -2.7337
Cl 1.8823 3.4108 0.7150
Cl 2.1905 -0.4715 -1.8031
C 0.5359 -2.8911 -1.8918
C 4.2567 2.9248 -1.3286
C 5.3292 0.5271 -1.2407
O 1.3089 -3.7280 -1.9156
O 4.7152 3.5458 -2.1780
O 6.1162 0.3429 -2.0611
C -0.6280 1.2808 2.5979
P 0.1450 0.4747 1.1192
C 0.7722 -1.0622 1.8999
C -1.4041 -0.1023 0.3070
C -2.3060 0.8842 -0.1443
C -3.3992 0.5193 -0.9292
C -3.6099 -0.8228 -1.2585
C -2.7448 -1.7986 -0.7895
C -1.6549 -1.4575 0.0013
H 0.1745 1.7731 3.1642
H -1.1564 0.5261 3.2069
H -1.3286 2.0578 2.2598
H -0.0257 -1.5636 2.4608
H 1.1700 -1.7281 1.1241
H 1.5902 -0.7801 2.5835
H -2.1711 1.9329 0.1366
H -4.0976 1.2814 -1.2778
H -4.4583 -1.1008 -1.8854
H -2.9333 -2.8569 -1.0215
H -1.0196 -2.2540 0.3975
```

Löwdin atomic charge list, values in e, 8 entries: Eu 1.5587; Tl 0.8777; Cl -0.0040; Cl -0.1780; C -0.0917; C -0.1068; C -0.0842; O 0.1281

=====

In order of appearance, energy = -19197.749 -13616.500 -46119.341 -71923.574 -98429.277 -76033.908 eV.
In order of appearance, strongest force on any atom = 3.533 1.577 3.622 10.222 0.845 4.769 eV Å⁻¹.